Record 1
Computed, not measured: 2 unconnected molecules or ions with the total composition C23H15F9O2S, with ωB97M-V/def2-TZVPD.

Its gap between HOMO and LUMO is 2.79 eV. Its total charge is 0. As for the multiplicity: 1. The energy comes out at -63477.8629 eV.

Each line ends with the natural charge from an NBO analysis.
CARTESIAN COORDINATES (ANGSTROEM)
F (-0.3019, -3.7827, -2.0651)  -0.30
C (-0.6328, -3.2392, -0.8903)  0.78
F (-1.4308, -2.1780, -1.0312)  -0.30
F (-1.1614, -4.1333, -0.0507)  -0.29
S (0.9063, -2.6148, -0.0947)  1.93
C (0.0470, -1.8614, 1.2947)  -0.56
C (0.7600, -1.2024, 2.2572)  -0.08
C (2.1776, -1.1000, 2.1835)  -0.16
C (2.8892, -0.4705, 3.1629)  -0.19
C (2.2353, 0.0901, 4.2512)  -0.18
C (3.0296, 0.7617, 5.3448)  0.97
F (2.2610, 1.6840, 5.9459)  -0.33
F (3.4064, -0.1700, 6.2346)  -0.32
F (4.1111, 1.3439, 4.8039)  -0.32
C (0.8521, 0.0169, 4.3462)  -0.18
C (0.1177, -0.6082, 3.3776)  -0.22
O (1.8251, -3.6082, 0.5671)  -0.87
O (1.5969, -1.4440, -0.7436)  -0.91
H (-1.0182, -1.9615, 1.3417)  0.22
H (2.6784, -1.5405, 1.3348)  0.22
H (3.9649, -0.4002, 3.1033)  0.22
H (0.3690, 0.4607, 5.2040)  0.22
H (-0.9554, -0.6698, 3.4572)  0.21
F (-3.5229, -2.5012, -4.9611)  -0.32
C (-2.4313, -1.9245, -5.5022)  0.97
F (-1.5594, -2.8675, -5.9141)  -0.32
F (-2.7876, -1.1376, -6.5374)  -0.31
C (-1.7634, -1.0588, -4.4495)  -0.09
C (-0.3900, -1.0711, -4.3072)  -0.21
C (0.2232, -0.2745, -3.3757)  -0.11
C (-0.5250, 0.5803, -2.5372)  -0.14
C (0.1832, 1.3752, -1.5989)  0.03
C (-0.2569, 2.1883, -0.5229)  -0.15
C (0.6983, 3.0084, 0.1175)  -0.12
C (0.3448, 3.8237, 1.1627)  -0.22
C (-0.9608, 3.8565, 1.6156)  -0.15
C (-1.9116, 3.0440, 1.0244)  -0.23
C (-1.5728, 2.2100, -0.0137)  -0.09
C (-1.9219, 0.6048, -2.7349)  -0.10
C (-2.5205, -0.2122, -3.6619)  -0.22
H (0.1828, -1.7224, -4.9446)  0.24
H (1.2940, -0.3080, -3.2663)  0.23
H (1.2529, 1.3497, -1.7240)  0.22
H (1.7160, 2.9997, -0.2377)  0.22
H (1.0874, 4.4493, 1.6268)  0.23
H (-1.2346, 4.5095, 2.4292)  0.22
H (-2.9276, 3.0683, 1.3795)  0.22
H (-2.3074, 1.5237, -0.3916)  0.20
H (-2.5273, 1.3194, -2.2122)  0.21
H (-3.5886, -0.2059, -3.7977)  0.23

***

Record 2
Computed, not measured: a molecular structure, C23H16AsO6Rh, with ωB97M-V/def2-TZVPD.

Its gap between HOMO and LUMO (alpha / beta) is 4.76 / 3.73 eV. Its total charge is +2. Its expectation value of S² is 6.03. As for the multiplicity: 5. The value obtained for the energy above the lowest of the compared OMol25 structures with the same formula, charge and spin is 0.0 kJ/mol. The energy comes out at -100217.8830 eV.

Each line ends with the natural charge from an NBO analysis.
CARTESIAN COORDINATES (ANGSTROEM)
O (-2.5421, -2.6267, 4.0548)  -0.40
C (-2.3522, -1.9634, 3.1387)  0.54
Rh (-0.8119, -0.1289, -0.6497)  0.44
O (1.2685, -0.0116, 1.5889)  -0.42
C (0.4592, -0.0523, 0.7594)  0.53
C (0.2148, 0.2405, -2.3819)  0.58
O (0.5269, 0.2298, -3.4944)  -0.47
C (-1.9692, 1.3505, -0.2521)  0.42
O (-2.6197, 2.2720, 0.0130)  -0.36
C (-1.3362, -1.9334, -0.7181)  0.46
O (-1.5946, -3.0639, -0.7450)  -0.37
H (-1.8669, -1.3264, 1.8856)  -0.08
O (1.6731, 1.1945, -1.3206)  -1.15
As (3.3512, 1.4715, -1.4017)  1.88
C (3.7477, 2.2503, 0.3358)  -0.31
C (2.8494, 3.1825, 0.8622)  -0.24
C (3.0612, 3.6798, 2.1517)  -0.20
C (4.1492, 3.2323, 2.9074)  -0.16
C (5.0439, 2.3027, 2.3665)  -0.18
C (4.8497, 1.8059, 1.0727)  -0.23
C (4.1859, -0.2635, -1.6900)  -0.30
C (4.9944, -0.4663, -2.8140)  -0.24
C (5.5704, -1.7263, -3.0221)  -0.19
C (5.3398, -2.7654, -2.1151)  -0.16
C (4.5165, -2.5555, -1.0044)  -0.17
C (3.9299, -1.3026, -0.7896)  -0.24
C (3.5348, 2.7234, -2.8758)  -0.24
C (4.0334, 4.0111, -2.6491)  -0.21
C (3.9964, 4.9487, -3.6891)  0.06
C (3.4757, 4.5974, -4.9391)  -0.14
C (3.0083, 3.2994, -5.1633)  -0.19
C (3.0399, 2.3547, -4.1319)  0.03
H (1.9848, 3.4936, 0.2753)  0.23
H (2.3652, 4.4088, 2.5634)  0.24
H (4.2988, 3.6058, 3.9215)  0.25
H (5.8940, 1.9540, 2.9495)  0.24
H (5.5336, 1.0754, 0.6378)  0.24
H (5.1667, 0.3545, -3.5128)  0.21
H (6.1990, -1.8868, -3.8971)  0.24
H (5.7994, -3.7400, -2.2756)  0.25
H (4.3244, -3.3636, -0.2997)  0.24
H (3.2717, -1.1326, 0.0659)  0.23
H (4.4358, 4.2715, -1.6682)  0.27
H (4.3691, 5.9561, -3.5138)  0.26
H (3.4334, 5.3339, -5.7402)  0.27
H (2.6057, 3.0114, -6.1338)  0.27
H (2.6607, 1.3428, -4.2934)  0.26